No. 1
A cluster of 10 separate species, C23H43F8N3O25PS4 in total, computed with the ωB97M-V functional and the def2-TZVPD basis.

Last column: Löwdin charge in e.
Element x y z (Å)
S 5.822 1.759 -4.589  0.716
S 1.066 -6.766 4.295  0.703
S -0.177 8.087 3.464  0.758
S -3.137 -5.023 -3.207  0.761
P -0.743 0.826 -0.608  0.238
F -2.327 3.225 -7.237  0.138
F -0.642 -0.704 0.064  -0.232
F -0.488 2.375 7.530  0.129
F -1.092 0.170 -2.062  -0.198
F -0.780 2.257 -1.345  -0.173
F -0.238 1.558 0.852  -0.244
F 0.827 0.619 -0.897  -0.187
F -2.317 0.851 -0.101  -0.202
O -3.544 -0.675 6.446  0.023
O 1.329 -0.325 6.883  0.056
O 6.723 2.025 -3.503  -0.228
O 0.048 -0.023 -7.758  0.083
O 0.268 -6.437 2.915  -0.201
O 2.262 -5.696 3.856  -0.231
O -3.532 -6.407 -3.310  -0.248
O 6.158 0.356 -5.356  -0.221
O 0.338 0.560 8.605  0.139
O 4.371 1.815 -4.264  -0.256
O 9.111 -2.527 0.492  0.013
O 0.519 2.051 -6.771  0.064
O 0.080 7.950 4.946  -0.288
O 0.969 -1.609 8.741  0.152
O -1.585 1.277 -6.905  0.182
O -4.174 -4.118 -2.488  -0.307
O -2.666 -4.428 -4.663  -0.207
O -8.457 -0.872 -3.799  -0.006
O -1.658 -4.788 -2.566  -0.213
O 0.734 8.976 2.718  -0.264
O 1.498 -8.117 4.124  -0.233
O -1.719 8.538 3.222  -0.221
O 0.379 -6.318 5.506  -0.241
O -0.336 6.628 2.704  -0.207
O 6.160 2.594 -5.968  -0.205
N -7.629 -0.960 -1.666  -0.015
N 7.173 -1.465 0.508  0.016
N -3.725 0.215 4.392  -0.015
C 1.750 -4.670 2.927  -0.126
C 0.571 1.654 7.661  -0.317
C -0.610 -4.243 -3.381  -0.134
C -8.419 -1.977 -1.032  -0.070
C -6.466 0.474 -3.261  0.001
C -0.343 1.006 -7.141  -0.488
C -2.451 7.600 2.477  -0.151
C 8.505 -1.464 0.450  -0.564
C -4.206 1.528 4.793  -0.046
C 0.825 0.855 6.349  -0.062
C 0.934 -5.559 2.065  -0.218
C 9.259 -0.168 0.641  -0.006
C 6.399 0.470 -6.824  -0.100
C -1.363 -3.883 -4.698  -0.166
C -2.944 -2.118 4.621  0.005
C 5.788 1.843 -7.077  -0.232
C 6.255 -0.338 0.833  -0.054
C -1.689 2.562 -6.340  -0.369
C -1.666 6.215 2.597  -0.150
C 0.893 -0.560 8.139  -0.548
C -0.295 3.091 -6.244  -0.072
C -7.664 -0.478 -2.917  -0.504
C -3.527 -0.766 5.228  -0.568
H 1.221 -3.956 3.559  0.132
H -3.896 -0.061 3.436  0.142
H 0.182 -5.017 1.491  0.142
H 9.576 0.342 -0.269  0.081
H -6.808 -0.693 -1.141  0.130
H -2.472 8.039 1.480  0.128
H -3.688 -2.914 4.658  0.069
H -3.440 7.640 2.933  0.129
H -6.007 0.225 -4.218  0.074
H 5.665 -0.113 -0.055  0.082
H 0.240 -4.905 -3.546  0.123
H -8.935 -2.588 -1.773  0.090
H -1.951 5.556 3.417  0.129
H 10.235 -0.313 1.105  0.081
H 1.567 -6.135 1.389  0.136
H -2.064 2.621 -5.319  0.178
H 1.419 1.294 5.548  0.145
H -0.148 3.951 -6.897  0.142
H -7.857 -2.669 -0.404  0.082
H -9.008 -1.421 -0.303  0.081
H 1.457 2.250 7.881  0.169
H -2.378 -2.028 3.694  0.066
H -0.101 3.383 -5.212  0.141
H 5.879 -0.270 -7.433  0.133
H 5.609 -0.798 1.581  0.079
H -4.907 1.519 5.628  0.089
H -1.513 -2.804 -4.695  0.130
H -4.482 2.064 3.885  0.086
H 7.457 0.538 -7.074  0.127
H 6.640 0.583 1.270  0.074
H 6.046 2.239 -8.059  0.137
H 6.615 -2.255 0.218  0.139
H -2.210 -2.519 5.320  0.066
H -1.633 5.644 1.669  0.137
H 2.596 -4.144 2.485  0.136
H -3.195 1.835 5.063  0.085
H 8.704 0.591 1.192  0.058
H -0.761 -4.238 -5.534  0.130
H -0.209 -3.298 -3.015  0.130
H -5.620 0.298 -2.596  0.066
H -6.766 1.520 -3.316  0.072
H -0.163 0.622 5.951  0.135
H 4.698 1.857 -7.063  0.127

Values from the calculation:
Kohn-Sham gap, eV: 9.5
HOMO level, eV: -7.86
DFT total energy, eV: -154576.714
LUMO energy, eV: 1.65
Charge: -1

=====

No. 2
A cluster of 2 separate species, CH4O2 in total, computed with the ωB97M-V functional and the def2-TZVPD basis.

Last column: Löwdin charge in e.
Element x y z (Å)
O -1.379 -2.832 2.297  -0.026
O 0.509 3.591 -1.980  -0.091
C -0.345 -2.495 1.747  -0.136
H 0.374 4.028 -2.851  0.046
H -0.086 -1.644 1.073  0.084
H 0.489 2.628 -2.180  0.045
H 0.437 -3.277 1.895  0.077

Values from the calculation:
Kohn-Sham gap, eV: 10.9
HOMO level, eV: -10.22
DFT total energy, eV: -5195.546
LUMO energy, eV: 0.72
Energy above the lowest of the compared OMol25 structures with the same formula, charge and spin, kJ/mol: 46.1

=====

No. 3
A structure of composition C7H28FN14O7Zn, computed with the ωB97M-V functional and the def2-TZVPD basis.

Last column: Löwdin charge in e.
Element x y z (Å)
Zn -1.437 -0.464 -0.792  0.719
F 0.338 -0.029 -0.066  -0.439
O -0.658 -1.005 -2.560  -0.030
O 3.057 3.839 -1.619  0.063
O 0.420 -1.698 3.246  0.044
O -1.901 1.441 -1.256  -0.047
O 4.557 -2.792 -0.544  -0.037
O -1.113 -2.455 -0.369  -0.077
O -2.401 0.024 0.880  0.015
N 1.290 0.116 -3.171  0.210
N 0.546 -1.459 -4.359  0.201
N 1.990 -0.110 2.594  0.175
N -1.415 0.955 2.603  0.225
N 1.392 -0.264 4.556  0.155
N -3.600 0.779 2.527  0.196
N -2.118 3.196 -2.662  0.195
N 2.218 -2.477 -0.594  0.141
N -2.552 -4.217 -0.057  0.174
N -1.659 -3.371 1.684  0.199
N 3.261 -0.835 -0.384  0.130
N -3.619 3.056 -1.107  0.189
N 2.918 2.837 0.288  0.184
N 1.338 2.574 -1.166  0.159
C -2.510 2.503 -1.651  -0.586
C 0.297 -0.742 -3.340  -0.670
C 3.467 -2.079 -0.560  -0.687
C -2.463 0.461 1.986  -0.732
C 2.441 3.180 -0.827  -0.828
C -1.609 -3.419 0.369  -0.572
C 1.207 -0.788 3.379  -0.784
H 2.030 -3.466 -0.669  0.119
H 0.807 2.096 -0.453  0.083
H 1.816 0.250 -4.023  0.126
H 1.135 0.882 -2.532  0.067
H 0.879 -0.640 5.340  0.126
H -2.966 -4.857 0.605  0.122
H 2.085 0.467 4.639  0.111
H 2.714 1.934 0.692  0.086
H 1.083 -1.200 -5.174  0.142
H -4.220 2.671 -0.392  0.124
H -1.922 -4.162 2.254  0.130
H -4.008 3.696 -1.785  0.111
H -3.664 1.117 3.477  0.126
H 2.358 -0.460 -0.640  0.065
H 3.872 3.033 0.552  0.134
H 2.597 0.618 2.943  0.119
H 4.060 -0.282 -0.110  0.125
H 1.594 -0.160 1.666  0.063
H -2.544 4.095 -2.837  0.131
H 1.638 -1.914 0.012  0.069
H -0.547 0.747 2.129  0.095
H -1.029 -2.686 2.076  0.075
H 0.989 2.803 -2.086  0.104
H -3.082 -3.965 -0.879  0.131
H -1.216 3.121 -3.110  0.130
H -1.607 1.362 3.507  0.128
H -0.160 -2.178 -4.299  0.141
H -4.375 0.321 2.071  0.131

Values from the calculation:
Kohn-Sham gap, eV: 8.2
HOMO level, eV: -10.77
DFT total energy, eV: -94042.016
LUMO energy, eV: -2.53
Charge: +1
Energy above the lowest of the compared OMol25 structures with the same formula, charge and spin, kJ/mol: 525.9

=====

No. 4
An isolated molecule of C6H12O, computed with the ωB97M-V functional and the def2-TZVPD basis.

Last column: Löwdin charge in e.
Element x y z (Å)
O -0.842 0.424 -2.217  -0.030
C -1.068 1.445 -1.304  -0.352
C 0.004 2.286 -0.734  -0.133
C -0.492 1.241 0.194  -0.160
C 0.544 0.052 0.423  -0.171
C 1.003 -2.386 1.119  -0.118
C -0.024 -1.262 0.967  -0.283
H -1.523 1.532 0.444  0.131
H -1.941 2.046 -1.618  0.144
H -0.494 -1.047 1.932  0.107
H -1.243 -0.361 -1.819  0.093
H -0.825 -1.596 0.296  0.099
H 1.379 0.368 1.092  0.119
H 0.939 2.160 -1.253  0.117
H 1.063 -0.164 -0.543  0.119
H 0.537 -3.302 1.502  0.070
H 1.798 -2.096 1.815  0.071
H 1.471 -2.627 0.158  0.072
H -0.286 3.289 -0.454  0.102

Values from the calculation:
Kohn-Sham gap, eV: 9.8
HOMO level, eV: -8.79
DFT total energy, eV: -8461.453
LUMO energy, eV: 0.97
Energy above the lowest of the compared OMol25 structures with the same formula, charge and spin, kJ/mol: 279.9

=====

No. 5
An isolated molecule of C2H3BrOS, computed with the ωB97M-V functional and the def2-TZVPD basis.

Last column: Löwdin charge in e.
Element x y z (Å)
Br -1.121 1.620 -0.858  0.695
S 1.121 0.436 -2.641  0.795
O 0.599 -0.402 -0.280  -0.243
C -0.111 -0.452 1.058  -0.017
C 0.353 0.419 -1.248  -1.380
H -0.611 -1.351 0.922  0.073
H -0.760 0.406 1.248  0.029
H 0.531 -0.676 1.798  0.048

Values from the calculation:
Spin multiplicity: 3
⟨S²⟩: 2.01
Kohn-Sham gap (alpha / beta), eV: 6.5 / 7.0
HOMO level (alpha / beta), eV: -5.92 / -9.85
DFT total energy, eV: -85043.110
LUMO energy (alpha / beta), eV: 0.62 / -2.86
Energy above the lowest of the compared OMol25 structures with the same formula, charge and spin, kJ/mol: 96.3